The following is a quantum chemistry calculation of a molecular structure, IN2O14S2Sr in a non-equilibrium geometry, from the OMol25 dataset.

```
20
Properties=species:S:1:pos:R:3:mulliken_charge:R:1
Sr 0.428 -0.655 1.018 1.816
N 2.579 3.177 1.843 1.043
O 2.504 2.815 0.674 -0.650
O 3.344 4.031 2.088 -0.669
O 2.014 2.513 2.753 -0.703
N 5.404 -1.591 1.272 1.002
O 6.356 -1.394 1.942 -0.676
O 5.459 -1.643 0.026 -0.661
O 4.269 -1.888 1.662 -0.648
I -0.944 -4.402 2.343 -0.913
S -5.179 0.302 1.027 0.974
O -5.620 1.264 -0.021 -0.779
O -5.576 -1.131 0.728 -0.788
O -3.771 0.275 1.064 -0.639
O -5.690 0.821 2.254 -0.735
S -1.172 -0.529 -4.068 0.985
O -2.512 -0.775 -4.545 -0.695
O -0.838 -0.775 -2.717 -0.585
O -0.367 -1.310 -5.109 -0.847
O -0.690 0.891 -4.236 -0.832
```

Its net charge is -5. As for the spin multiplicity: 1. The HOMO energy comes out at 5.98 eV. Its total energy is -2286.9817 Ha. As for the frontier orbital gap: 2.7 eV.